{"formula": "C3H10N4O", "method": "the ωB97M-V functional and the def2-TZVPD basis", "max_force_ev_per_a": 1.173, "smiles": "C/N=C\\N.NC(N)=O", "total_energy_ha": -414.601502, "e_above_lowest_ev": 0.3191, "species": ["C", "N", "C", "N", "H", "H", "H", "H", "H", "H", "N", "C", "N", "O", "H", "H", "H", "H"], "positions_angstrom": [[-2.0843, 1.3431, -0.0788], [-1.5366, 0.1188, -0.6385], [-1.4047, -0.8547, 0.1764], [-1.8238, -0.8856, 1.4896], [-2.9842, 1.1639, 0.5192], [-2.3556, 2.0077, -0.8977], [-1.3429, 1.8647, 0.5388], [-1.1134, -1.8216, -0.2256], [-1.3530, -1.5977, 2.0340], [-1.7865, 0.0091, 1.9632], [1.2522, -0.1202, -1.2521], [2.0427, -0.2128, -0.1450], [3.3994, -0.3844, -0.3768], [1.5901, -0.0612, 0.9811], [0.2394, -0.0211, -1.0769], [1.5892, -0.4307, -2.1511], [3.7274, -0.0442, -1.2684], [3.9447, -0.0731, 0.4085]], "forces_ev_per_a": [[0.081, 0.184, -0.231], [-0.010, -0.289, 0.456], [-1.158, 0.066, -0.179], [0.615, -0.004, 0.142], [0.018, -0.009, 0.012], [0.022, 0.021, 0.050], [-0.048, -0.031, 0.041], [0.380, 0.042, 0.102], [-0.159, 0.063, -0.047], [-0.073, -0.120, -0.062], [0.120, -0.252, 0.043], [-0.329, 0.815, -0.117], [-0.160, -0.104, -0.167], [0.088, -0.309, 0.086], [0.570, -0.033, -0.493], [-0.156, 0.075, 0.193], [0.073, -0.042, 0.108], [0.125, -0.073, 0.063]], "nbo_charge": [-0.462, -0.528, 0.305, -0.817, 0.185, 0.208, 0.198, 0.175, 0.391, 0.388, -0.871, 0.774, -0.848, -0.684, 0.434, 0.382, 0.376, 0.396]}